# 1
The following is a DFT calculation (ωB97M-V/def2-TZVPD) of CH3Cl2OPS as an isolated structure.

XYZ file:
```
9
CH3Cl2OPS | OMol25 | ωB97M-V/def2-TZVPD
Cl 1.60487 2.19878 2.96366
H -0.38079 -2.16776 -0.38988
S -1.66222 1.64133 -1.37947
O -1.44626 -1.14358 -2.36683
C -0.19712 -1.14701 0.09490
Cl 1.34586 -0.50883 -0.62832
H 2.12111 2.43110 1.84000
P -1.20541 -0.20918 -1.25353
H -0.18004 -1.09484 1.11947
```

The multiplicity is 1. For the maximum force, the calculation gives 5.56 eV/A. The frontier orbital gap is 9.438 eV. The calculation puts the total energy at -1775.06369 Eh. Its LUMO energy is -0.547 eV. The calculation puts the energy above the lowest of the compared OMol25 structures with the same formula, charge and spin at 2.709 eV. Its molar mass is 164.98 g mol⁻¹.

Atomic partial charges in e from the Löwdin method, atoms 1 to 2: atom 1 (Cl): 0.275, atom 2 (H): 0.064

# 2
The following is a DFT calculation (ωB97M-V/def2-TZVPD) of one molecule with the formula C5H10N3P3.

XYZ file:
```
21
C5H10N3P3 | OMol25 | ωB97M-V/def2-TZVPD
C -0.82605 -1.82584 -0.04491
H 3.24614 -0.37898 0.14348
H 2.00734 2.83114 0.36476
H 3.84346 0.82938 -0.66666
N -1.64748 -0.86019 0.18174
H -5.28744 1.83214 -0.15616
C 1.18450 2.37707 -0.04534
C 3.01660 0.64850 0.00677
N -3.08358 1.35640 -0.01656
C 1.65121 0.99957 -0.45497
P 0.80708 -1.49897 -0.83070
H 0.46405 2.09355 0.63758
H 3.24708 1.09425 0.94632
H -0.73951 -3.80461 -0.48363
P -1.55844 0.78706 0.36635
C -0.96625 -3.22002 0.45255
N 0.72699 0.14298 -0.75521
H -0.39995 -3.55318 1.30700
H 0.77793 2.70979 -0.93480
H -2.05588 -3.37481 0.67310
P -4.40779 0.81476 -0.69073
```

The multiplicity is 1. For the maximum force, the calculation gives 3.56 eV/A. The frontier orbital gap (alpha / beta) is 6.132 / 4.987 eV. The calculation puts the total energy at -1384.71528 Eh. Its LUMO energy (alpha / beta) is -1.232 / -1.723 eV. The calculation puts the energy above the lowest of the compared OMol25 structures with the same formula, charge and spin at 1.839 eV. Its molar mass is 205.08 g mol⁻¹. As for the structure (SMILES): [H]/P=N/P=N/C(C)=P\N=C(C)C.

Atomic partial charges in e from the Löwdin method, atoms 1 to 2: atom 1 (C): -0.705, atom 2 (H): 0.036